[1]
Here is a single C15H14FN5O6 molecule from the Open Molecules 2025 dataset. Energies are from ωB97M-V with the def2-TZVPD basis set.

The geometry in XYZ format:
```
41
Properties=species:S:1:pos:R:3:nbo_charge:R:1
C 4.97419 0.35678 2.90522 -0.268
O 3.78458 -0.22700 2.36233 -0.491
C 3.89302 -1.39625 1.62527 0.775
O 4.95288 -1.98065 1.33902 -0.572
C 2.65948 -1.97069 1.15180 -0.023
N 1.64553 -2.10841 2.01048 -0.191
N 0.68454 -2.62025 1.41690 -0.034
N 0.96729 -2.72170 0.13203 -0.150
C -0.19820 -2.77269 -0.78379 -0.292
C -1.12435 -1.49004 -0.72246 0.674
O -1.93219 -1.41934 -1.65841 -0.609
N -1.09558 -0.50449 0.20832 -0.638
C -1.86731 0.61072 0.23154 0.776
O -1.57828 1.36326 1.19983 -0.622
N -3.18264 0.72071 -0.23067 -0.592
C -4.12485 1.73349 -0.10270 0.137
C -5.46082 1.60354 -0.34276 -0.216
C -6.34253 2.75601 -0.37386 -0.270
C -5.80734 3.95803 -0.21304 0.377
F -6.62609 5.02243 -0.18763 -0.322
C -4.45733 4.06586 0.03244 -0.250
C -3.69736 3.01749 0.08892 -0.205
C 2.24068 -2.19805 -0.08219 0.036
C 3.14159 -2.01596 -1.21150 0.760
O 3.20101 -3.07196 -1.91829 -0.567
O 3.90815 -0.87230 -1.38087 -0.476
C 4.71489 -0.95633 -2.54273 -0.280
H 4.93793 1.44329 2.81703 0.205
H 5.18614 -0.04543 3.84651 0.194
H 5.86782 -0.03343 2.33414 0.204
H 0.31820 -2.68887 -1.76712 0.255
H -0.79872 -3.68941 -0.71552 0.266
H -0.35929 -0.48335 0.94650 0.456
H -3.51895 -0.22438 -0.65990 0.426
H -5.76941 0.63335 -0.66996 0.209
H -7.35797 2.69122 -0.70423 0.232
H -3.88180 5.01747 -0.00700 0.224
H -2.73549 3.37716 0.02827 0.229
H 5.66519 -1.44404 -2.25598 0.201
H 4.90523 0.14907 -2.78785 0.207
H 4.26816 -1.58485 -3.35807 0.221
```

Output
**Frontier orbital gap**: 8.350 eV
**2S+1**: 1

[2]
Here is 12 unconnected molecules or ions with the total composition C22H69BrNO18P from the Open Molecules 2025 dataset. Energies are from ωB97M-V with the def2-TZVPD basis set.

The geometry in XYZ format:
```
112
Properties=species:S:1:pos:R:3:mulliken_charge:R:1
C -1.84538 3.24201 3.53333 -1.773
C -1.57017 1.96158 2.72873 0.443
C -1.27719 2.35568 1.28461 -2.011
C -0.67907 1.26470 0.37367 -1.309
O -0.00077 0.29293 1.15705 1.444
C 1.41764 0.34406 1.20298 -0.046
C 1.99378 1.64193 1.76302 -0.344
C 1.94067 1.63052 3.29736 -1.195
C 2.07708 -0.04604 -0.10996 -0.092
O 3.39637 -0.50927 0.16628 -0.520
C 4.01850 -1.03757 -0.98710 -0.389
C 4.67069 0.02760 -1.88736 -0.101
O 4.51287 -0.34233 -3.25192 -0.455
C 4.01877 0.67360 -4.10980 0.161
C 3.20735 0.01556 -5.24576 -1.256
C -1.79953 0.54504 -0.47027 2.062
C -2.42305 -0.53463 0.46742 -2.030
C -1.92643 -1.97333 0.32535 1.393
C -2.48028 -2.77815 1.55121 -1.180
C -1.35622 -3.55951 2.24069 -1.241
C -0.72974 -2.74137 3.34071 0.722
O -1.69360 -2.44863 4.33281 -0.384
C -1.31984 -1.35890 5.13624 -0.579
O -2.86141 1.43585 -0.80455 -0.573
C -2.62774 2.35355 -1.84530 0.897
N -3.65075 2.10283 -2.88340 -0.406
C -2.75498 3.80842 -1.37091 -0.287
C -2.11573 4.73712 -2.39316 -0.577
O -0.70567 4.79118 -2.26477 -0.559
P -0.95941 -0.45734 -1.81424 0.427
O 0.02692 0.55480 -2.67144 -0.317
Br -2.48454 -1.12841 -3.34755 -0.442
H -2.62283 3.82523 3.05252 0.364
H -2.17848 2.96063 4.52623 0.444
H -0.93111 3.81341 3.62621 0.375
H -0.74966 1.45925 3.21554 -0.613
H -2.49266 1.39105 2.75869 0.385
H -2.17985 2.79111 0.88754 1.069
H -0.54969 3.16397 1.32232 0.440
H 0.01289 1.74297 -0.32214 0.431
H 1.71496 -0.43200 1.90466 0.314
H 3.04227 1.64045 1.50345 0.626
H 1.58362 2.54201 1.32469 0.193
H 2.88602 1.30056 3.70309 0.399
H 1.21429 0.91656 3.65403 -0.176
H 1.76764 2.61740 3.71391 0.361
H 2.12587 0.80466 -0.78805 0.262
H 1.51381 -0.88512 -0.51713 -0.241
H 4.76881 -1.75896 -0.68478 0.397
H 3.31934 -1.58764 -1.62252 0.110
H 4.24015 0.99113 -1.64672 0.003
H 5.73667 0.05035 -1.66250 0.409
H 4.83081 1.23517 -4.56871 0.357
H 3.35494 1.34567 -3.56879 0.044
H 3.04297 -1.02030 -4.97547 0.317
H 2.25288 0.51802 -5.35173 0.280
H 3.74060 0.04021 -6.18552 0.347
H -2.38569 -0.19682 1.48876 -0.071
H -3.47710 -0.55267 0.19907 0.358
H -2.31358 -2.48710 -0.54357 -0.054
H -0.85184 -2.06347 0.41542 -0.277
H -3.19380 -3.50750 1.18868 0.355
H -2.94882 -2.08600 2.23746 0.628
H -1.77883 -4.48655 2.61542 0.561
H -0.61989 -3.84469 1.50594 0.416
H -0.33251 -1.82517 2.90095 -0.669
H 0.07110 -3.32389 3.81269 0.378
H -0.88808 -0.54520 4.54900 0.080
H -2.21456 -0.97004 5.60886 0.289
H -0.62499 -1.64802 5.92950 0.295
H -1.63938 2.28304 -2.30608 -0.529
H -4.47837 1.80131 -2.37592 0.307
H -3.91713 2.97889 -3.32405 0.303
H -3.80404 4.05340 -1.25463 0.340
H -2.23088 3.98759 -0.43889 0.169
H -2.54326 5.72750 -2.35754 0.498
H -2.35204 4.35560 -3.39242 0.249
H -0.34642 3.93719 -2.54983 0.298
H 0.87656 0.10061 -2.78002 0.173
O -5.53669 -0.34053 -4.84725 -0.646
H -4.95287 0.15546 -5.43250 0.332
H -4.93517 -0.74014 -4.20752 0.220
O -2.02107 1.69585 -5.29687 -0.694
H -2.64631 1.76031 -4.55618 0.310
H -1.50058 2.50559 -5.27109 0.300
O -3.61881 -4.65754 -1.61203 -0.609
H -2.71986 -4.91474 -1.85117 0.339
H -3.78866 -3.87372 -2.14778 0.243
O 3.39735 3.11381 -0.54002 -0.577
H 2.65550 3.67467 -0.79774 0.237
H 3.95809 3.69066 -0.00381 0.350
O 2.14743 -0.22522 5.71601 -0.663
H 1.85922 0.36261 6.42388 0.330
H 1.36040 -0.74265 5.50399 0.248
O 1.56785 -4.92554 1.74842 -0.669
H 1.19024 -5.08541 2.62081 0.317
H 2.18342 -4.19565 1.88873 0.321
O 3.71109 -2.53704 7.14622 -0.661
H 3.13186 -2.04266 6.55321 0.344
H 4.50112 -1.99095 7.21116 0.304
O 0.49083 -3.42015 -0.66866 -0.578
H 1.10820 -2.94772 -1.23786 0.208
H 1.05606 -3.83103 0.00238 0.245
O -0.99559 -3.91061 -5.20163 -0.595
H -1.39218 -3.05956 -4.98135 0.269
H -0.89843 -3.89160 -6.15953 0.288
O 5.90956 4.20786 -1.14995 -0.630
H 6.71064 3.82976 -1.52790 0.310
H 5.19208 3.82583 -1.67035 0.326
O -2.93914 -6.14844 1.05329 -0.662
H -3.54161 -5.69933 0.44574 0.315
H -2.11379 -5.65944 0.97577 0.347
```

Output
**Frontier orbital gap**: 8.664 eV
**2S+1**: 1

[3]
Here is a molecular structure, C5H11FeO3 from the Open Molecules 2025 dataset. Energies are from ωB97M-V with the def2-TZVPD basis set.

The geometry in XYZ format:
```
20
Properties=species:S:1:pos:R:3:mulliken_spin:R:1
O 1.82364 1.89156 -0.19861 -0.015
C 2.36264 0.75864 -0.75070 0.009
C 2.26165 -0.37573 0.27148 0.015
O 0.90387 -0.47093 0.71910 -0.028
C 0.05453 -1.23998 -0.12085 -0.029
C -1.36951 -0.89725 0.22444 0.025
O -1.51344 0.51187 0.09948 -0.116
C -2.85210 0.95923 0.25699 0.029
Fe 0.19377 1.56777 0.82857 5.072
H 2.05779 0.31226 -1.72190 -0.003
H 2.84740 -0.14838 1.17268 0.003
H 2.60315 -1.33851 -0.13924 0.004
H 0.23756 -2.31339 0.03503 0.000
H 0.24846 -0.99577 -1.17626 -0.005
H -1.61549 -1.20305 1.25421 0.009
H -2.05361 -1.40917 -0.46887 0.007
H -2.89984 1.99342 -0.10013 0.013
H -3.52804 0.32852 -0.33656 0.011
H -3.14663 0.92121 1.31610 -0.006
H 3.38418 1.14769 -1.16498 0.006
```

Output
**Frontier orbital gap (alpha / beta)**: 5.844 / 9.212 eV
**2S+1**: 6

[4]
Here is 19 unconnected molecules or ions with the total composition C25H86ClN2O19 from the Open Molecules 2025 dataset. Energies are from ωB97M-V with the def2-TZVPD basis set.

The geometry in XYZ format:
```
133
Properties=species:S:1:pos:R:3:mulliken_charge:R:1
N 1.33942 -1.66889 -0.06922 -0.954
N 1.24041 -0.38027 -0.56986 1.035
C 1.71501 0.62905 0.26364 0.116
C 1.55728 2.05568 -0.52956 -0.604
C 1.84303 1.43341 -2.05549 -0.101
C 0.75567 0.17312 -1.89169 -0.134
O 0.90872 -0.98277 -2.81134 -0.375
C -0.78782 0.70114 -2.05538 -0.798
C -1.93250 -0.29621 -1.43031 -0.114
C -2.99170 0.52517 -0.43532 -0.533
Cl -4.64128 -0.37313 -0.35785 -0.197
H 0.66781 -2.32860 -0.51945 0.288
H 2.29305 -2.00800 -0.39604 0.272
H 2.15912 0.53626 1.34779 0.366
H 0.60327 2.71638 -0.37849 0.141
H 2.48707 2.71767 -0.26729 0.425
H 2.87840 0.85853 -2.07601 0.060
H 1.63758 2.12817 -2.97443 0.343
H 0.21839 -1.69050 -2.55511 0.300
H -0.98574 0.78652 -3.22901 0.300
H -0.99487 1.77287 -1.62130 0.252
H -1.49217 -1.18859 -0.81002 0.115
H -2.58551 -0.71620 -2.32597 0.237
H -2.59928 0.59815 0.66646 0.311
H -3.22588 1.61004 -0.80617 0.319
C -6.32765 -2.94228 -3.08078 -0.512
O -5.03708 -2.72387 -2.54143 -0.434
H -6.50078 -4.01774 -3.16370 0.209
H -7.07908 -2.50450 -2.41892 0.230
H -6.39087 -2.48774 -4.07246 0.250
H -4.91222 -1.76157 -2.47956 0.223
C 0.78951 2.65763 3.97375 -0.354
O 1.81992 2.87496 3.02760 -0.518
H -0.04601 3.32450 3.74868 0.050
H 0.45118 1.62020 3.91360 0.308
H 1.16404 2.87235 4.97757 0.256
H 2.54690 2.26972 3.25257 0.270
C -1.61049 5.45493 2.06024 -0.426
O -0.58008 5.67226 1.11408 -0.581
H -2.44601 6.12180 1.83517 0.322
H -1.94882 4.41750 2.00009 0.189
H -1.23596 5.66965 3.06405 0.215
H 0.14690 5.06702 1.33906 0.287
C -4.19628 3.74156 4.54677 -0.448
O -3.01828 2.98773 4.76639 -0.519
H -4.05449 4.37432 3.66758 0.224
H -5.03644 3.06436 4.37388 0.136
H -4.39495 4.37090 5.41770 0.282
H -3.17403 2.43637 5.55200 0.271
C 4.34886 -2.39915 -3.58761 -0.260
O 3.90682 -1.10744 -3.21311 -0.375
H 5.28891 -2.61556 -3.07482 -0.101
H 3.59945 -3.13998 -3.29794 0.209
H 4.50988 -2.43121 -4.66793 0.332
H 3.07161 -0.94366 -3.68325 0.178
C 7.16009 1.23231 -2.62486 -0.519
O 6.03669 1.31359 -1.76721 -0.498
H 7.92065 1.93762 -2.28200 0.250
H 7.56774 0.21868 -2.59786 0.223
H 6.86101 1.48923 -3.64396 0.236
H 5.37936 0.67702 -2.09604 0.263
C 1.18570 5.79733 6.00400 -0.600
O 1.55489 4.56482 6.59460 -0.481
H 0.09612 5.87650 5.99859 0.185
H 1.60579 6.62157 6.58581 0.318
H 1.55675 5.83594 4.97694 0.291
H 2.52628 4.52310 6.58551 0.287
C 1.30509 -4.97356 -4.34305 -0.579
O 2.25290 -4.11091 -4.94444 -0.342
H 1.81916 -5.86382 -3.97340 0.216
H 0.82289 -4.46056 -3.50718 0.124
H 0.55768 -5.26823 -5.08371 0.350
H 1.76782 -3.33053 -5.26248 0.245
C -6.96545 6.23762 4.16650 -0.239
O -5.67488 6.45603 4.70585 -0.412
H -7.13857 5.16216 4.08358 -0.194
H -7.71688 6.67541 4.82836 0.319
H -7.02867 6.69216 3.17482 0.333
H -5.55002 7.41833 4.76772 0.205
C 4.03110 -5.24698 -7.41668 -0.245
O 4.25799 -5.80349 -8.69847 -0.480
H 3.98974 -6.05377 -6.68126 -0.139
H 4.84886 -4.56766 -7.16339 0.328
H 3.08110 -4.70704 -7.41578 0.273
H 4.28994 -5.06437 -9.32944 0.270
C -10.29539 5.03409 3.72216 -0.461
O -10.03328 6.41090 3.92182 -0.487
H -9.79049 4.45949 4.50215 0.079
H -11.37194 4.85503 3.77992 0.330
H -9.91626 4.72812 2.74407 0.279
H -10.49390 6.89496 3.21545 0.289
C 6.41657 -4.63441 -1.02290 -0.430
O 5.07111 -4.50247 -0.60277 -0.470
H 6.52864 -5.57583 -1.56570 0.153
H 6.67650 -3.80283 -1.68264 0.172
H 7.07317 -4.63956 -0.14947 0.293
H 5.00238 -3.65862 -0.12462 0.271
C 5.17604 -7.93620 -4.55444 -0.250
O 5.40292 -8.49272 -5.83624 -0.471
H 5.13468 -8.74300 -3.81903 0.249
H 5.99380 -7.25689 -4.30115 0.239
H 4.22604 -7.39626 -4.55355 -0.005
H 5.43488 -7.75360 -6.46720 0.281
C 4.61657 -9.21660 -10.48099 -0.434
O 3.27111 -9.08466 -10.06086 -0.509
H 4.72864 -10.15802 -11.02379 0.250
H 4.87650 -8.38502 -11.14074 0.222
H 5.27317 -9.22174 -9.60756 0.171
H 3.20238 -8.24080 -9.58272 0.288
C -7.58914 2.15143 5.23380 -0.562
O -6.41114 1.39760 5.45342 -0.512
H -7.44735 2.78418 4.35460 0.105
H -8.42930 1.47423 5.06090 0.364
H -7.78781 2.78077 6.10472 0.309
H -6.56690 0.84624 6.23903 0.302
C -3.48343 9.45681 6.27852 -0.449
O -4.82889 9.58875 6.69864 -0.501
H -3.37136 8.51539 5.73571 0.111
H -3.22350 10.28838 5.61877 0.289
H -2.82683 9.45166 7.15194 0.261
H -4.89762 10.43260 7.17679 0.297
C 4.39292 -11.71524 -4.38766 -0.507
O 4.76235 -11.17187 -3.13370 -0.517
H 3.30430 -11.69513 -4.47682 0.207
H 4.83304 -11.11667 -5.18914 0.220
H 4.74285 -12.74819 -4.45558 0.277
H 5.73290 -11.20279 -3.08350 0.299
C -0.05493 5.27713 10.03036 -0.457
O 0.55025 3.99940 9.95734 -0.521
H -0.46612 5.41880 11.03252 0.254
H 0.69442 6.04803 9.83408 0.210
H -0.86112 5.34204 9.29560 0.195
H 0.90585 3.90252 9.05756 0.307
```

Output
**Total charge**: +1
**Frontier orbital gap**: 6.379 eV
**2S+1**: 1

| no. | DFT total energy (eV) | F_max (Eh/bohr) |
| --- | --- | --- |
| 1 | -38231.44357 | 0.1493 |
| 2 | -141607.91680 | 0.0454 |
| 3 | -45889.23364 | 0.0525 |
| 4 | -81705.02165 | 0.1379 |